Record 1
Molecular formula: C28H30O17P
Method: DFT, ωB97M-V/def2-TZVPD

Element x y z (Å)
C -4.36 -1.89 -2.88
H -1.48 -3.67 10.70
C -6.04 -2.29 -0.99
H -2.70 -1.11 -2.38
C 0.13 -0.72 3.42
H -3.19 2.91 0.29
O 3.12 -0.52 0.69
P 1.87 0.72 -3.57
O -2.85 0.29 8.92
C 2.11 -1.83 2.37
O 1.43 1.49 0.87
C -6.87 -2.75 -1.93
C 6.13 2.89 -6.79
C 5.97 2.22 -5.42
O -3.16 -1.45 -3.17
H 4.85 1.04 -6.34
C -2.15 -1.74 9.92
H -2.02 0.91 -0.20
H 1.00 1.89 -3.82
C -1.59 -3.06 9.81
H -6.29 -2.24 0.06
H 0.49 -1.21 -2.92
O 0.89 -2.88 4.09
C -1.93 -1.31 7.46
O -8.10 -3.19 -1.69
O -7.37 -3.28 -4.14
O 5.20 1.16 -5.44
H -4.95 -2.41 -4.86
H 1.38 0.07 -4.82
C -4.72 -1.84 -1.40
H -0.45 1.24 2.69
H 2.96 1.37 -4.28
C -2.72 2.89 -0.70
C 7.52 4.54 -5.77
O -0.73 -0.89 4.28
H -3.01 0.31 9.89
H -0.50 -4.68 7.38
C 6.56 2.69 -4.31
C 7.37 3.87 -4.41
H 2.39 1.37 -2.26
O -0.97 -3.13 6.31
H -8.44 -3.45 -2.57
C -2.26 1.49 -1.10
C 6.94 4.08 -6.89
O -3.87 -1.42 -0.64
H 2.71 -0.48 -3.28
H -0.14 1.80 -1.42
C 0.50 -0.17 -2.57
C 0.26 0.43 2.58
H -1.88 3.59 -0.69
C 1.11 -1.87 3.26
H 0.81 -0.17 -1.50
O -2.53 -1.23 10.97
C -2.31 -0.89 8.67
C -5.21 -2.36 -3.82
H -3.45 3.29 -1.42
C 2.25 -0.67 1.52
C -1.21 -3.49 8.59
H -3.06 0.96 -1.62
O -0.68 -4.67 8.34
H 6.42 2.22 -3.35
C -1.36 -2.62 7.35
H -2.03 -0.71 6.56
H 2.15 1.31 0.22
H -1.16 2.35 -2.74
C 1.25 0.47 1.67
O 5.56 2.36 -7.72
H 0.09 -2.63 4.62
O 8.29 5.62 -5.71
O 7.98 4.41 -3.50
H 2.82 -2.64 2.24
C -6.50 -2.82 -3.40
C -1.04 1.54 -2.01
H 7.05 4.56 -7.85
O -0.84 0.31 -2.67
H 8.55 5.68 -4.77

E, hartree: -2705.26594
M, u: 669.5
Lowest unoccupied orbital energy, eV: -0.30
Charge: -1
Orbital gap, eV: 3.284

***

Record 2
Molecular formula: C6H5NO
Method: DFT, ωB97M-V/def2-TZVPD

Element x y z (Å)
N -1.12 1.47 -0.46
H 1.91 -0.72 1.32
C -0.47 0.76 0.66
H 2.66 -0.87 -0.46
C 1.90 -0.40 0.29
C -1.39 -0.95 -0.18
H -2.49 -0.83 -0.38
C 0.74 0.21 -0.35
H -1.04 -2.06 -0.01
C -0.55 0.19 -0.94
H -0.66 2.42 -0.82
C 1.67 1.11 0.21
O -1.16 -0.35 1.11

E, hartree: -361.25482
M, u: 107.1
Lowest unoccupied orbital energy, eV: -0.43
Energy relative to the best compared isomer or geometry (same formula, charge and spin), kcal per mole: 206.7
Orbital gap, eV: 8.631

***

Record 3
Molecular formula: C8H20F12KO4P2
Method: DFT, ωB97M-V/def2-TZVPD

Element x y z (Å)
O -1.73 1.99 -0.13
H -2.68 2.62 -1.89
H -0.04 -1.46 1.98
H -0.03 -1.78 -3.28
H -3.68 -3.15 -2.62
F 1.32 2.82 2.95
H 1.17 -2.40 1.05
H 1.33 1.92 -3.91
H -1.33 -0.87 -2.58
C -2.85 1.37 0.57
C -1.91 1.90 -1.59
C -2.80 -3.05 -1.99
F 1.18 3.36 5.15
H -0.22 3.08 -2.20
O -1.68 -2.92 -2.79
F -0.67 3.44 3.82
H 1.74 0.33 -3.28
H -0.04 -3.19 -1.01
H -0.86 2.17 -3.47
C 0.14 -2.07 1.10
H -2.82 1.45 1.65
H -3.77 1.81 0.19
H -2.89 -2.17 -1.36
F -0.47 1.83 5.48
F 4.44 -0.49 3.16
H -0.37 -3.03 1.26
F 3.46 -2.29 2.39
F -0.42 1.19 3.29
C -0.79 -1.81 -2.49
F 5.16 -1.37 1.18
P 3.73 -0.89 1.76
C 0.03 -2.13 -1.25
O 0.46 1.18 -2.17
F 2.26 -0.42 2.43
C 1.56 1.37 -3.00
K 0.67 0.98 0.63
H 1.05 -1.86 -1.51
F 4.04 0.61 1.19
F 1.44 1.06 4.64
H -2.67 -3.96 -1.40
H -2.32 0.94 -1.90
H -2.96 0.30 0.43
H 2.32 1.91 -2.44
O -0.39 -1.39 -0.10
C -0.61 2.09 -2.41
P 0.43 2.27 4.20
F 3.06 -1.26 0.30

E, hartree: -3099.31321
M, u: 509.3
Lowest unoccupied orbital energy, eV: 1.75
Energy relative to the best compared isomer or geometry (same formula, charge and spin), kcal per mole: 34.0
Charge: -1
Orbital gap, eV: 9.651

***

Record 4
Molecular formula: C4H8O2
Method: DFT, ωB97M-V/def2-TZVPD

Element x y z (Å)
C -0.63 -0.69 -1.09
H 0.10 1.54 1.41
H -1.48 -0.75 -1.78
H 1.59 0.59 1.73
C -1.19 -0.75 0.34
H 0.03 -1.55 -1.29
H 1.56 1.82 -0.52
H -1.91 0.01 0.48
H 1.89 0.06 -0.60
C 1.12 0.82 -0.34
C 0.66 0.64 1.11
O -0.11 -0.57 1.28
H -1.66 -1.73 0.53
O 0.04 0.56 -1.28

E, hartree: -307.64766
M, u: 88.1
Lowest unoccupied orbital energy, eV: 1.09
Energy relative to the best compared isomer or geometry (same formula, charge and spin), kcal per mole: 40.6
Orbital gap, eV: 10.455
SMILES string: C1COCCO1